(1)
{"formula": "C21H57NO18P4", "method": "the ωB97M-V functional and the def2-TZVPD basis", "symbols": ["O", "H", "H", "H", "C", "C", "C", "C", "C", "C", "N", "O", "C", "C", "C", "H", "H", "H", "H", "H", "H", "H", "H", "H", "H", "H", "H", "H", "H", "H", "H", "H", "H", "C", "O", "P", "O", "O", "C", "O", "C", "H", "H", "H", "H", "H", "H", "H", "H", "H", "C", "O", "P", "O", "O", "C", "O", "C", "H", "H", "H", "H", "H", "H", "H", "H", "H", "C", "O", "P", "O", "O", "C", "O", "C", "H", "H", "H", "H", "H", "H", "H", "H", "H", "C", "O", "P", "O", "O", "C", "O", "C", "H", "H", "H", "H", "H", "H", "H", "H", "H"], "xyz": [[22.96493, -8.54474, 6.67619], [23.62411, -7.83857, 7.04313], [22.07764, -8.07999, 6.73925], [22.97176, -9.26056, 7.37490], [27.31755, -6.66229, 7.85126], [26.24668, -7.75444, 7.96173], [26.58996, -8.74247, 9.06218], [26.48108, -8.11950, 10.44421], [25.02164, -7.75675, 10.63610], [24.45211, -6.83574, 9.52859], [24.90713, -7.21438, 8.19365], [24.44223, -6.35151, 7.19525], [24.82165, -5.38656, 9.91797], [22.93644, -7.05275, 9.61831], [26.25007, -8.52640, 6.64252], [28.28733, -7.12908, 7.63487], [27.43366, -6.03188, 8.72829], [27.12564, -6.00106, 7.00356], [27.48803, -9.33597, 8.86644], [25.79678, -9.51062, 8.97266], [27.11220, -7.22256, 10.36620], [26.97128, -8.71321, 11.21729], [24.98523, -7.23395, 11.59792], [24.44072, -8.67506, 10.77139], [24.84628, -5.27036, 11.00070], [24.16167, -4.65691, 9.44934], [25.81828, -5.13058, 9.55987], [22.72804, -8.09172, 9.35651], [22.46279, -6.44380, 8.85390], [22.57687, -6.83846, 10.62507], [26.18610, -7.80229, 5.82646], [25.37156, -9.16549, 6.52061], [27.13517, -9.14968, 6.50403], [21.78391, -10.22743, 11.18214], [22.97840, -10.94260, 10.85168], [23.18075, -11.46776, 9.40176], [23.00585, -10.49174, 8.32892], [22.17510, -12.68603, 9.34676], [21.88008, -13.39326, 8.14714], [24.63037, -12.05812, 9.54206], [25.43118, -12.33905, 8.38975], [21.28661, -9.83445, 10.29590], [22.09319, -9.41646, 11.83907], [21.11686, -10.86997, 11.75912], [22.42184, -14.33818, 8.13662], [22.12169, -12.81968, 7.24888], [20.81212, -13.59904, 8.08208], [25.56836, -13.41680, 8.30430], [26.39543, -11.85013, 8.51109], [25.01339, -11.97744, 7.44779], [18.12240, -6.64458, 5.40771], [18.83075, -5.80281, 6.31259], [20.35227, -5.55251, 6.10010], [21.19575, -6.75176, 6.10837], [20.66052, -4.47898, 7.18022], [22.02348, -4.04806, 7.45830], [20.42461, -4.84909, 4.68373], [21.63603, -4.24141, 4.23646], [17.81553, -7.54734, 5.93660], [18.76781, -7.01177, 4.60665], [17.26098, -6.14107, 4.98068], [22.16489, -4.00985, 8.53176], [22.14955, -3.07011, 6.99754], [22.76300, -4.74385, 7.04450], [21.84373, -4.46265, 3.18964], [22.51237, -4.63240, 4.75636], [21.53387, -3.16180, 4.33659], [18.82920, -11.26410, 9.01049], [19.07845, -10.96366, 7.62882], [19.56001, -9.49216, 7.27167], [20.69798, -9.00261, 8.05332], [19.76099, -9.55054, 5.72067], [20.80141, -10.38515, 5.17408], [18.26316, -8.58935, 7.35522], [18.08848, -7.67789, 8.44547], [19.43919, -12.11636, 9.30502], [17.77994, -11.51649, 9.15395], [19.08602, -10.41323, 9.64256], [20.31792, -11.09725, 4.49908], [21.39551, -10.90989, 5.91658], [21.41211, -9.78028, 4.50370], [17.68356, -8.13313, 9.34781], [17.42493, -6.90990, 8.05549], [19.02942, -7.18987, 8.70474], [23.84233, -7.11987, 3.63173], [22.94967, -6.78850, 2.54914], [22.45738, -7.89150, 1.54743], [23.22761, -9.12742, 1.53536], [20.92228, -8.09985, 1.87269], [20.02193, -7.00254, 1.74697], [22.38467, -7.15297, 0.12996], [23.07619, -5.92085, -0.09214], [24.30933, -8.08640, 3.44836], [23.24572, -7.24841, 4.53024], [24.57388, -6.34906, 3.85137], [19.48140, -7.05640, 0.80206], [20.52924, -6.03873, 1.80407], [19.30711, -7.06971, 2.56311], [23.56566, -5.97150, -1.06785], [23.85031, -5.72513, 0.64227], [22.35577, -5.10480, -0.17009]], "homo_ev": -5.5, "multiplicity": 1, "homo_lumo_gap_ev": 5.9759}

---

(2)
{"formula": "C5H7N", "method": "the ωB97M-V functional and the def2-TZVPD basis", "symbols": ["C", "C", "N", "C", "C", "C", "H", "H", "H", "H", "H", "H", "H"], "xyz": [[2.23441, 0.24258, -0.68573], [1.51023, -0.23723, 0.29599], [0.85727, -0.70004, 1.22146], [-0.61872, -0.64202, 1.19092], [-1.16600, 0.45456, 0.31968], [-1.49184, 0.28272, -0.95696], [2.46829, -0.38021, -1.54113], [2.58006, 1.26905, -0.66269], [-0.95245, -0.53143, 2.22669], [-0.96404, -1.62222, 0.84315], [-1.21049, 1.44930, 0.76180], [-1.42630, -0.69451, -1.43246], [-1.82042, 1.10945, -1.58072]], "smiles": "C=C=NCC=C", "homo_ev": -8.9, "multiplicity": 1, "de_lowest_kcal_mol": 50.7, "homo_lumo_gap_ev": 9.9741}

---

(3)
{"formula": "C4H12N2O5P", "method": "the ωB97M-V functional and the def2-TZVPD basis", "symbols": ["C", "C", "C", "C", "N", "N", "O", "O", "O", "O", "O", "P", "H", "H", "H", "H", "H", "H", "H", "H", "H", "H", "H", "H"], "xyz": [[-1.51300, 1.29317, 1.86316], [-0.60764, 1.20792, 0.85925], [-0.22750, -1.32455, 0.28012], [0.23423, 0.01859, 0.54783], [-1.98089, 0.68613, -2.17079], [0.16530, -2.35448, 1.29632], [1.72791, 0.88957, -1.80738], [2.53743, 1.40032, 0.40778], [2.64412, -0.99659, -0.24307], [-0.55816, 2.35978, 0.06907], [-0.10112, -1.71748, -1.04931], [1.80405, 0.22949, -0.47106], [-1.74633, 0.37400, 2.35718], [-2.14558, 2.04677, 1.69429], [-1.28083, 1.15486, -2.63774], [0.80509, 0.00906, 1.47504], [-1.35381, -1.41422, 0.31336], [-2.30360, -0.03459, -2.76423], [-1.59019, 0.45570, -1.23236], [0.23120, -3.28431, 0.79500], [1.16237, -2.28470, 1.51273], [3.26058, 1.06834, 0.87363], [0.06142, 2.06142, -0.61377], [0.77494, -1.84420, -1.35506]], "homo_ev": [-1.7, -5.9], "multiplicity": 3, "s_squared": 2.005, "de_lowest_kcal_mol": 0.0, "homo_lumo_gap_ev": [5.4045, 7.6130], "total_charge": -1}

---

(4)
{"formula": "C33H66O33", "method": "the ωB97M-V functional and the def2-TZVPD basis", "symbols": ["C", "O", "C", "O", "O", "C", "H", "H", "H", "H", "H", "H", "C", "O", "C", "O", "O", "C", "H", "H", "H", "H", "H", "H", "C", "O", "C", "O", "O", "C", "H", "H", "H", "H", "H", "H", "C", "O", "C", "O", "O", "C", "H", "H", "H", "H", "H", "H", "C", "O", "C", "O", "O", "C", "H", "H", "H", "H", "H", "H", "C", "O", "C", "O", "O", "C", "H", "H", "H", "H", "H", "H", "C", "O", "C", "O", "O", "C", "H", "H", "H", "H", "H", "H", "C", "O", "C", "O", "O", "C", "H", "H", "H", "H", "H", "H", "C", "O", "C", "O", "O", "C", "H", "H", "H", "H", "H", "H", "C", "O", "C", "O", "O", "C", "H", "H", "H", "H", "H", "H", "C", "O", "C", "O", "O", "C", "H", "H", "H", "H", "H", "H"], "xyz": [[-2.90861, -3.68295, 3.01300], [-4.01392, -4.30849, 2.41083], [-4.68275, -5.15172, 3.19068], [-4.36086, -5.49480, 4.28392], [-5.83135, -5.41839, 2.63130], [-6.76708, -6.24573, 3.29011], [-2.21719, -3.30777, 2.26531], [-2.30700, -4.41926, 3.53912], [-3.18851, -2.95467, 3.77285], [-6.31102, -7.22545, 3.45191], [-7.65339, -6.34342, 2.67899], [-6.99982, -5.85035, 4.27980], [2.65842, 3.52556, 4.38294], [2.74433, 2.09546, 4.22535], [3.36967, 1.66836, 3.12508], [3.63043, 2.37180, 2.17413], [3.51716, 0.36337, 3.20190], [3.92516, -0.40077, 2.06921], [3.65609, 3.89264, 4.63898], [2.01399, 3.69662, 5.23707], [2.31288, 3.98621, 3.46256], [4.45815, 0.22468, 1.35536], [2.99799, -0.76823, 1.63056], [4.54030, -1.23340, 2.38955], [5.51197, 3.03192, -1.87315], [5.96419, 3.50850, -0.58913], [7.23962, 3.88124, -0.51243], [8.07302, 3.73046, -1.36681], [7.42631, 4.38206, 0.70010], [8.72785, 4.86050, 1.03334], [4.69827, 2.34755, -1.63910], [6.26792, 2.48762, -2.42851], [5.12882, 3.90733, -2.39663], [8.70544, 5.94459, 0.93049], [9.49991, 4.47066, 0.36898], [8.97601, 4.53457, 2.03834], [-3.52998, -5.82783, -2.58836], [-4.48500, -5.59096, -1.55926], [-4.60075, -4.34185, -1.14557], [-4.01623, -3.36851, -1.54947], [-5.54152, -4.29761, -0.20216], [-5.73338, -3.00370, 0.34840], [-3.08030, -6.80790, -2.49187], [-2.74738, -5.06694, -2.60407], [-4.04758, -5.70126, -3.54154], [-4.87179, -2.64214, 0.90338], [-6.53095, -3.01507, 1.08579], [-5.98151, -2.31582, -0.45557], [-2.01605, -1.25298, -0.54362], [-1.17086, -0.12739, -0.86101], [0.03922, 0.04864, -0.36924], [0.82180, -0.73448, 0.14614], [0.31669, 1.30306, -0.69850], [1.57469, 1.90742, -0.41403], [-1.82812, -1.56200, 0.48572], [-1.82910, -2.01163, -1.29286], [-3.05259, -0.92826, -0.58770], [2.38273, 1.18253, -0.34305], [1.48939, 2.47264, 0.51231], [1.71297, 2.60872, -1.23090], [0.55083, 0.98125, -4.10213], [-0.80760, 1.19564, -3.72767], [-1.62433, 0.21520, -4.00544], [-1.36037, -0.86049, -4.44992], [-2.84036, 0.54481, -3.59471], [-3.90106, -0.40564, -3.57431], [0.64678, 0.57088, -5.10489], [1.05136, 0.35284, -3.36313], [1.02090, 1.96376, -4.08548], [-4.80042, 0.16563, -3.79852], [-4.01071, -0.83162, -2.57747], [-3.80052, -1.23223, -4.27378], [1.19017, -5.97998, 5.86053], [0.92128, -5.61894, 4.52020], [1.68686, -4.69777, 3.96551], [2.67173, -4.23859, 4.43407], [1.14589, -4.42567, 2.78970], [1.75303, -3.33648, 2.11539], [0.23563, -5.97363, 6.38562], [1.90805, -5.32154, 6.34388], [1.57219, -6.99942, 5.94543], [1.49796, -2.35873, 2.51426], [1.45990, -3.37305, 1.06808], [2.83304, -3.47797, 2.04357], [0.67716, -3.45221, -2.65095], [-0.23921, -3.73878, -1.59640], [-0.21280, -4.92353, -0.99434], [0.63734, -5.72215, -1.14622], [-1.26276, -4.97796, -0.19126], [-1.55846, -6.22232, 0.44699], [0.44896, -4.06938, -3.52939], [1.69968, -3.70510, -2.36135], [0.56687, -2.42128, -2.97106], [-0.87592, -6.45256, 1.26606], [-1.48090, -7.03134, -0.27821], [-2.53343, -6.12018, 0.91462], [3.46790, 4.68261, -7.07334], [3.72524, 5.00860, -5.74452], [2.73478, 4.87368, -4.86356], [1.66435, 4.37730, -5.09652], [3.12610, 5.38434, -3.70182], [2.32938, 5.14237, -2.52090], [2.84903, 3.78321, -7.17545], [4.37599, 4.47273, -7.62988], [2.89295, 5.42701, -7.63198], [3.02388, 5.22130, -1.69776], [1.87951, 4.14968, -2.55261], [1.50913, 5.85270, -2.48752], [3.32995, 5.11841, 1.03409], [2.48081, 6.13429, 1.53796], [1.34549, 6.33728, 0.91207], [0.93533, 5.72334, -0.03300], [0.72047, 7.33883, 1.49205], [-0.47813, 7.78179, 0.84105], [2.79451, 4.29066, 0.56554], [3.97424, 4.73805, 1.81283], [3.97562, 5.42615, 0.19982], [-0.89693, 8.50671, 1.53003], [-1.16993, 6.94178, 0.76648], [-0.27526, 8.18258, -0.14777], [-4.55286, 0.32537, 2.53351], [-4.70599, 1.59083, 1.90786], [-4.91872, 1.61299, 0.60907], [-5.24807, 0.69526, -0.07306], [-4.73368, 2.84850, 0.18936], [-4.91342, 3.14356, -1.19360], [-4.32305, 0.55680, 3.56899], [-3.71990, -0.19501, 2.06107], [-5.44913, -0.29408, 2.52271], [-4.57796, 4.17561, -1.28240], [-5.91630, 3.02117, -1.59342], [-4.19888, 2.56906, -1.79156]], "smiles": "COC(=O)OC.COC(=O)OC.COC(=O)OC.COC(=O)OC.COC(=O)OC.COC(=O)OC.COC(=O)OC.COC(=O)OC.COC(=O)OC.COC(=O)OC.COC(=O)OC", "homo_ev": -10.5, "multiplicity": 1, "de_lowest_kcal_mol": 23.8, "homo_lumo_gap_ev": 10.9342}

---

(5)
{"formula": "C22H43CeN2OP3", "method": "the ωB97M-V functional and the def2-TZVPD basis", "symbols": ["Ce", "P", "P", "P", "H", "C", "C", "H", "C", "C", "C", "C", "C", "C", "C", "C", "C", "H", "H", "H", "H", "H", "H", "H", "H", "H", "H", "H", "H", "H", "H", "H", "H", "H", "H", "H", "H", "H", "H", "H", "H", "H", "H", "H", "H", "H", "C", "C", "C", "C", "C", "C", "O", "H", "H", "H", "H", "H", "H", "N", "C", "C", "C", "N", "C", "C", "H", "H", "H", "H", "H", "H"], "xyz": [[-1.40410, 0.89084, -1.03866], [1.37547, -0.67643, 1.19768], [1.19338, 2.55866, -0.72965], [-1.61396, -2.22139, -0.88768], [-0.44400, 2.72984, -5.18738], [-1.45024, 2.30986, -5.09013], [-2.20143, 2.60517, -4.01698], [-2.15933, 3.58951, -3.52627], [2.76116, -1.62350, 0.54195], [1.76081, 0.79318, 2.05614], [0.31226, -1.81954, 2.04685], [0.95518, 3.71007, -2.11306], [1.47434, 3.83269, 0.58096], [2.91830, 2.04054, -1.11325], [-2.82854, -2.56831, -2.21708], [-2.41903, -3.31043, 0.31805], [-0.10737, -3.08459, -1.51465], [-1.84509, 1.77953, -5.95748], [-3.11605, 2.02781, -3.81114], [3.25658, -1.89905, 1.48340], [3.42545, -1.01234, -0.08869], [2.52188, -2.51925, -0.06464], [2.10653, 0.41055, 3.01290], [0.89584, 1.42970, 2.24555], [2.53985, 1.41855, 1.62388], [1.04061, -2.28048, 2.72598], [-0.19598, -2.61302, 1.47914], [-0.44211, -1.29932, 2.64405], [1.88610, 4.25043, -2.31271], [0.15469, 4.43092, -1.92381], [0.67177, 3.09323, -2.97040], [2.28171, 4.48898, 0.21919], [1.76904, 3.38827, 1.53716], [0.57467, 4.43690, 0.76984], [3.49527, 2.85636, -1.57322], [2.88446, 1.21509, -1.83802], [3.47108, 1.67542, -0.24106], [-2.97566, -3.65221, -2.28860], [-2.47347, -2.19763, -3.17849], [-3.78376, -2.07113, -1.97444], [-3.15039, -3.94443, -0.20213], [-2.96056, -2.69491, 1.04712], [-1.66950, -3.92718, 0.81183], [-0.38004, -3.88636, -2.21525], [0.41555, -3.49015, -0.64466], [0.58813, -2.40946, -2.03071], [-0.52485, -0.40107, -3.93957], [0.58488, -0.36714, -4.79274], [0.36796, -0.81248, -6.09107], [-0.91546, -1.31385, -6.50686], [-2.04939, -1.08122, -5.71212], [-1.83772, -0.61901, -4.41539], [-0.21017, -0.31687, -2.64292], [0.86801, -0.42304, -0.05988], [1.55524, -0.20336, -4.27152], [1.22266, -0.79617, -6.77039], [-1.00331, -2.04267, -7.32930], [-3.08914, -1.25443, -6.07846], [-2.70060, -0.47866, -3.69294], [-3.54986, 2.67019, 4.96042], [-3.05315, 2.29651, 3.77837], [-2.88619, 0.94220, 3.46786], [-2.36792, 0.58681, 2.24614], [-1.94754, 1.50990, 1.34597], [-2.12350, 2.82312, 1.63673], [-2.67166, 3.24731, 2.82707], [-3.84186, 1.98307, 5.63100], [-3.69961, 3.64565, 5.17350], [-3.17327, 0.19079, 4.17236], [-2.28344, -0.44449, 1.92698], [-1.81837, 3.51935, 0.86870], [-2.80515, 4.30047, 3.03909]], "homo_ev": [-14.9, -14.9], "multiplicity": 2, "s_squared": 0.752, "de_lowest_kcal_mol": 4.6, "homo_lumo_gap_ev": [5.9746, 6.0695], "total_charge": 3}